i.
The following is a DFT calculation (wB97M-V/def2-TZVPD) of C5H13OP in the gas phase.

Calculated values
frontier orbital gap	9.98	eV
HOMO energy	-9.1	eV
LUMO energy	0.85	eV

Last column: Löwdin charge in e.
CARTESIAN COORDINATES (ANGSTROEM)
C  0.911  -1.205  0.965  -0.088
C  0.734  0.103  0.196  -0.453
C  2.080  0.649  -0.337  -0.067
C  -0.260  -0.050  -0.960  -0.262
C  -1.639  -0.619  -0.600  -0.420
P  -2.643  0.295  0.646  0.834
O  -2.433  1.856  0.120  -0.390
H  1.030  -2.058  0.293  0.086
H  1.794  -1.165  1.606  0.075
H  0.060  -1.409  1.617  0.063
H  0.346  0.847  0.902  0.104
H  2.102  0.619  -1.429  0.071
H  2.923  0.063  0.024  0.069
H  2.219  1.693  -0.056  0.073
H  0.204  -0.709  -1.700  0.114
H  -0.407  0.927  -1.429  0.105
H  -1.559  -1.653  -0.255  0.069
H  -2.260  -0.601  -1.500  0.068
H  -1.678  0.282  1.686  -0.069
H  -1.524  2.134  0.212  0.019

ii.
The following is a DFT calculation (wB97M-V/def2-TZVPD) of C5H13OP as an isolated structure.

Calculated values
frontier orbital gap	9.65	eV
HOMO energy	-8.9	eV
LUMO energy	0.80	eV

Last column: Löwdin charge in e.
CARTESIAN COORDINATES (ANGSTROEM)
C  -0.835  -1.330  0.007  -0.159
C  -0.039  0.273  1.801  -0.164
C  0.405  0.936  -0.935  -0.046
C  1.870  0.417  -0.863  -0.285
C  -0.734  0.081  0.472  -0.677
O  1.942  -0.936  -1.258  -0.060
P  -2.437  1.055  0.459  0.796
H  -1.148  -2.118  0.647  0.077
H  -1.357  -1.396  -0.916  0.066
H  0.146  -1.589  -0.254  0.035
H  0.857  -0.341  1.640  0.073
H  -0.723  0.057  2.653  0.076
H  0.222  1.350  2.054  0.090
H  -0.222  0.431  -1.701  0.080
H  0.402  2.033  -0.979  0.081
H  2.415  1.002  -1.625  0.113
H  2.367  0.551  0.083  0.099
H  2.791  -1.178  -1.465  0.042
H  -3.078  -0.145  1.026  -0.085
H  -2.846  0.846  -0.846  -0.153

i comes first in stability; the runner-up is 300.1 kJ/mol higher.

i.
The following is a DFT calculation (wB97M-V/def2-TZVPD) of a 2-piece molecular cluster, C3H8O6 overall.

Calculated values
frontier orbital gap (spin up / spin down)	9.30 / 9.38	eV
HOMO energy (spin up / spin down)	-10.0 / -10.3	eV
LUMO energy (spin up / spin down)	-0.68 / -0.88	eV

Last column: Löwdin charge in e.
CARTESIAN COORDINATES (ANGSTROEM)
C  0.994  -2.306  1.235  -0.246
C  1.164  -1.324  0.070  -0.171
O  0.194  -0.255  0.170  -0.109
C  0.434  0.758  -0.762  -0.225
O  -0.406  1.896  -0.518  -0.066
O  -1.665  1.562  -0.790  -0.018
O  1.912  -3.348  1.050  -0.063
H  1.245  -1.766  2.151  0.123
H  -0.044  -2.659  1.236  0.127
H  2.161  -0.855  0.106  0.128
H  1.056  -1.856  -0.894  0.136
H  1.454  1.184  -0.679  0.146
H  0.175  0.363  -1.763  0.144
H  1.821  -3.996  1.762  0.096
O  -3.780  4.319  -0.400  -0.059
O  -2.915  3.254  -0.857  -0.059
H  -3.798  5.029  -1.118  0.115

ii.
The following is a DFT calculation (wB97M-V/def2-TZVPD) of C3H8O6 as an isolated structure.

Calculated values
frontier orbital gap	8.82	eV
HOMO energy	-8.4	eV
LUMO energy	0.40	eV

Last column: Löwdin charge in e.
CARTESIAN COORDINATES (ANGSTROEM)
C  -1.079  0.495  -0.052  -0.550
C  0.845  -0.143  -0.305  -0.493
C  0.524  -0.797  0.940  -0.010
O  -1.687  0.827  1.153  0.040
O  -1.795  -0.506  -0.738  0.013
O  -1.107  1.624  -0.904  0.020
O  0.802  -0.782  -1.490  0.113
O  1.737  0.867  -0.281  0.115
O  1.979  -1.697  1.019  -0.159
H  -2.520  1.284  0.941  0.115
H  -2.482  -0.057  -1.261  0.118
H  -0.458  2.250  -0.548  0.106
H  -0.078  -1.206  -1.560  0.128
H  2.273  0.791  -1.088  0.144
H  2.651  -1.131  1.426  0.033
H  -0.169  -1.625  0.910  0.135
H  0.562  -0.193  1.837  0.132

ii comes first in stability; the runner-up is 658.9 kJ/mol higher.